Record 1
A structure of composition C23H24Br45F4IN2O4PS2, computed with the ωB97M-V functional and the def2-TZVPD basis.

```
106
Properties=species:S:1:pos:R:3:forces:R:3
O 5.529 -0.333 -1.995 0.27 1.42 -1.03
S 4.286 0.083 -2.597 0.46 -3.11 2.57
O 3.356 -1.028 -2.671 -0.57 1.40 -0.88
C 3.531 1.324 -1.467 -0.80 1.36 -0.85
C 2.161 0.880 -0.966 -1.53 0.26 -0.40
C 2.033 -0.186 -0.010 2.59 -0.17 1.11
S 3.579 -0.971 0.562 -0.26 -0.47 -0.05
N 0.949 -0.710 0.526 1.06 1.56 -1.44
N -0.126 -0.092 0.071 -2.79 -0.93 0.94
C -1.420 -0.640 0.602 -0.94 -0.58 -0.50
C -2.208 -1.411 -0.520 0.05 1.12 -0.59
O -3.603 -1.268 -0.286 0.60 -0.28 -0.03
C -1.768 -2.886 -0.673 -0.62 1.04 -0.48
F -0.454 -2.903 -0.982 -0.30 -0.27 0.60
F -2.036 -3.579 0.438 0.50 -0.06 -0.53
F -2.420 -3.421 -1.719 0.09 -0.16 0.54
C -0.189 0.917 -0.766 1.27 1.35 -1.30
F -1.380 1.410 -1.056 0.23 -0.47 0.34
C 0.949 1.515 -1.382 0.15 -2.38 0.57
P 0.922 2.934 -2.635 -0.20 0.95 -0.49
O -0.383 3.917 -2.272 0.66 -1.94 -0.84
I 0.241 1.839 -4.735 -0.02 -0.09 0.63
H 4.475 0.659 -3.830 -0.20 0.14 0.46
H 4.226 1.629 -0.661 -0.25 -0.67 -0.44
H 3.366 2.250 -2.069 0.18 -0.53 0.29
H 4.146 -0.093 1.438 -0.82 0.19 -0.42
H -2.056 0.205 0.919 0.32 -0.47 -0.05
H -1.229 -1.319 1.453 0.26 0.59 -0.45
H -2.020 -0.926 -1.504 0.38 -0.46 0.53
H -3.988 -0.938 -1.110 -0.17 -0.21 0.30
H -1.122 3.608 -2.835 -0.19 0.52 0.43
C 8.667 -2.338 -3.407 -0.08 0.00 0.09
Br 8.008 -3.997 -4.142 0.12 0.13 0.02
Br 10.361 -2.571 -2.514 -0.11 0.04 -0.15
Br 8.748 -0.944 -4.745 0.01 -0.14 0.09
H 7.952 -2.017 -2.658 0.04 0.00 -0.09
C -4.839 -3.288 1.890 -0.09 -0.11 -0.13
Br -4.605 -5.187 2.130 0.01 0.13 0.04
Br -6.705 -2.801 1.782 0.21 -0.03 0.05
Br -3.912 -2.276 3.251 0.00 -0.09 -0.12
H -4.388 -3.030 0.940 -0.12 0.00 0.19
C 2.120 4.493 1.659 0.20 0.25 0.40
Br 1.610 3.872 -0.112 0.61 1.26 1.25
Br 2.012 3.028 2.904 0.09 0.14 -0.10
Br 3.844 5.351 1.672 -0.28 -0.21 -0.14
H 1.389 5.237 1.958 0.02 -0.07 -0.08
C 4.908 -3.576 -6.468 0.10 -0.05 0.01
Br 4.306 -2.862 -4.777 -0.01 -0.04 -0.28
Br 4.747 -5.499 -6.529 0.00 0.22 0.02
Br 4.017 -2.732 -7.959 0.05 -0.09 0.16
H 5.963 -3.343 -6.554 -0.08 -0.02 0.02
C 3.306 8.751 -1.516 0.12 0.18 0.00
Br 3.386 9.403 0.298 -0.04 -0.23 -0.34
Br 5.062 8.405 -2.242 -0.20 -0.03 0.10
Br 2.157 7.203 -1.637 0.04 0.03 -0.02
H 2.860 9.529 -2.123 0.02 -0.09 0.03
C -2.354 -9.108 2.981 -0.02 -0.03 0.02
Br -2.610 -8.112 4.616 -0.01 -0.06 -0.19
Br -3.987 -9.956 2.397 0.09 0.24 0.11
Br -1.583 -8.012 1.589 -0.10 -0.08 0.11
H -1.644 -9.896 3.195 -0.06 0.06 -0.03
C -0.163 -0.043 5.294 -0.03 -0.14 0.26
Br 1.627 0.281 5.938 -0.18 -0.04 -0.17
Br -0.349 0.449 3.432 0.01 -0.03 0.38
Br -0.731 -1.858 5.607 0.08 0.24 -0.10
H -0.826 0.601 5.862 0.03 -0.01 -0.10
C -4.863 1.947 4.665 -0.18 -0.16 0.01
Br -5.231 1.482 2.826 0.10 0.06 0.13
Br -5.020 0.421 5.827 0.03 0.05 -0.32
Br -3.145 2.809 4.850 -0.01 -0.01 -0.04
H -5.615 2.665 4.967 0.09 -0.04 -0.02
C -3.627 6.363 -3.540 -0.01 0.18 -0.14
Br -1.805 6.790 -3.066 -0.16 -0.01 -0.05
Br -3.977 6.680 -5.408 0.06 -0.09 0.21
Br -4.092 4.558 -3.019 0.09 0.06 -0.05
H -4.268 7.031 -2.978 0.02 -0.11 -0.01
C 13.425 -0.497 -4.416 -0.04 -0.03 0.00
Br 13.645 -2.073 -5.512 -0.01 0.19 0.15
Br 14.428 -0.619 -2.769 -0.11 0.00 -0.21
Br 13.846 1.116 -5.392 -0.02 -0.17 0.10
H 12.377 -0.441 -4.147 0.08 -0.03 -0.02
C -7.984 -7.517 2.836 0.06 0.00 0.00
Br -8.775 -9.214 3.308 0.07 0.19 -0.05
Br -8.841 -6.728 1.296 0.07 -0.07 0.16
Br -7.949 -6.301 4.335 -0.03 -0.11 -0.14
H -6.953 -7.712 2.562 -0.08 0.02 0.02
C -8.374 6.729 -5.912 0.02 0.01 -0.04
Br -7.931 7.597 -4.243 -0.01 -0.08 -0.15
Br -7.824 7.780 -7.434 -0.01 -0.12 0.19
Br -7.669 4.933 -5.991 -0.04 0.16 0.02
H -9.453 6.650 -5.952 0.09 0.01 0.02
C 2.078 9.051 4.431 0.05 -0.04 -0.01
Br 3.137 7.569 5.072 -0.12 0.14 -0.10
Br 3.142 10.305 3.419 -0.10 -0.03 0.36
Br 0.539 8.449 3.427 0.16 0.01 0.04
H 1.706 9.577 5.301 0.02 -0.04 -0.09
C -2.426 2.660 8.623 -0.09 0.03 0.05
Br -2.198 4.185 9.783 -0.01 -0.22 -0.11
Br -0.874 1.506 8.632 -0.09 0.12 -0.02
Br -4.031 1.668 9.027 0.22 0.21 0.20
H -2.534 3.040 7.615 0.02 -0.05 0.08
C -3.836 -13.211 -0.445 -0.01 -0.02 -0.02
Br -3.487 -14.706 -1.616 0.00 0.17 0.13
Br -3.052 -13.472 1.301 -0.03 -0.06 -0.20
Br -3.281 -11.537 -1.235 -0.02 -0.17 0.07
H -4.908 -13.158 -0.307 0.09 0.00 -0.01
```
Forces are in eV/Å.

Results
net charge	+1
gap between HOMO and LUMO	6.26	eV

Record 2
A structure of composition C23H24CaCl3N2O3S2, computed with the ωB97M-V functional and the def2-TZVPD basis.

```
58
Properties=species:S:1:pos:R:3:forces:R:3
Ca -2.153 1.069 -2.666 -0.17 0.28 0.31
S 0.716 0.973 -2.196 -0.15 0.00 -0.03
C 0.931 0.395 -0.638 -0.12 0.03 0.01
N 2.024 -0.230 -0.246 0.07 -0.10 0.03
C 2.261 -0.482 1.179 -0.01 0.03 -0.01
C 1.740 0.701 1.950 -0.03 -0.02 -0.01
N 0.312 0.843 1.650 0.05 0.02 0.12
C -0.557 1.123 2.807 -0.01 -0.02 -0.01
C -0.552 -0.031 3.779 0.00 -0.01 0.00
C -1.011 -1.285 3.380 0.00 0.00 0.00
C -0.982 -2.349 4.265 0.00 0.00 0.01
C -0.501 -2.170 5.557 0.00 0.00 -0.01
C -0.048 -0.923 5.960 0.00 0.00 0.00
C -0.071 0.143 5.070 -0.01 0.00 0.00
C -0.137 0.594 0.437 -0.04 -0.04 -0.14
S -1.764 0.406 0.076 0.08 0.05 -0.07
C 3.056 -0.742 -1.165 0.01 0.01 0.01
C 3.222 -2.227 -0.965 0.00 0.01 0.01
C 4.428 -2.756 -0.526 0.00 0.00 0.00
C 4.563 -4.126 -0.338 -0.01 0.00 -0.01
C 3.489 -4.968 -0.581 0.01 0.00 0.00
C 2.279 -4.442 -1.019 0.00 0.00 0.00
C 2.147 -3.077 -1.212 0.00 0.00 0.00
H 3.334 -0.598 1.323 0.00 0.00 -0.01
H 1.773 -1.407 1.495 0.00 0.00 0.00
H 2.274 1.619 1.692 0.00 0.00 -0.01
H 1.837 0.523 3.019 0.00 0.01 0.00
H -1.554 1.333 2.431 0.00 0.01 0.00
H -0.163 2.021 3.286 0.00 0.00 -0.01
H -1.403 -1.423 2.378 0.00 0.00 0.00
H -1.345 -3.319 3.953 0.00 0.00 0.00
H -0.484 -3.001 6.249 0.00 0.00 0.00
H 0.322 -0.778 6.966 0.00 0.00 0.00
H 0.281 1.118 5.388 0.00 0.00 0.00
H 3.987 -0.213 -0.955 0.00 0.01 -0.01
H 2.748 -0.500 -2.177 -0.01 -0.01 0.00
H 5.270 -2.099 -0.339 0.00 0.00 0.00
H 5.507 -4.533 -0.001 0.00 0.00 0.00
H 3.593 -6.034 -0.434 0.00 0.00 0.00
H 1.443 -5.099 -1.217 0.00 0.00 0.00
H 1.206 -2.668 -1.563 0.00 0.00 0.00
C -3.434 5.160 -1.681 0.00 0.00 -0.01
C -2.357 4.609 -2.555 -0.09 -0.04 -0.01
C -1.454 5.561 -3.269 0.01 -0.02 -0.01
O -2.220 3.399 -2.691 0.08 -0.22 -0.01
H -3.115 6.074 -1.183 0.00 0.00 0.01
H -3.776 4.417 -0.966 0.01 0.00 0.00
H -4.274 5.423 -2.332 0.01 0.02 0.00
H -1.968 6.486 -3.523 -0.01 0.00 0.00
H -1.023 5.096 -4.152 0.00 0.00 0.00
H -0.642 5.816 -2.582 -0.01 0.02 0.00
Cl -2.251 -1.486 -3.980 0.01 -0.12 -0.07
C -3.605 -0.656 -4.854 -0.01 -0.01 -0.03
Cl -2.905 0.911 -5.457 -0.02 -0.03 -0.09
Cl -4.135 -1.619 -6.183 0.01 0.01 0.01
C -4.741 -0.290 -3.790 -0.01 0.10 0.11
O -5.857 -0.652 -4.037 0.00 -0.04 -0.02
O -4.261 0.374 -2.814 0.34 0.07 -0.07
```
Forces are in eV/Å.

Results
net charge	+1
gap between HOMO and LUMO	8.09	eV

Record 3
A structure of composition C23H24Cl2N5RhS2, computed with the ωB97M-V functional and the def2-TZVPD basis.

```
57
Properties=species:S:1:pos:R:3:forces:R:3
Rh -0.661 0.400 -0.978 0.30 0.50 -0.93
C 0.336 -3.464 -2.688 0.27 0.03 -0.06
C 0.518 -2.255 -1.812 0.12 -0.05 -0.62
N -0.033 -1.121 -2.139 0.28 -0.14 0.08
N -0.421 -1.020 -3.458 -0.64 -0.29 -0.11
C -0.527 0.190 -3.878 0.12 0.29 -0.31
N -0.932 0.400 -5.158 0.15 0.09 0.07
S -0.050 1.609 -2.954 -0.35 -0.92 1.38
C 1.339 -2.380 -0.637 -0.24 0.14 0.89
C 1.630 -3.561 -0.043 -0.18 -0.35 -0.21
C 1.985 -3.625 1.345 0.07 -0.16 0.40
C 2.052 -2.523 2.117 0.37 -0.12 -0.20
C 2.108 -1.204 1.488 -0.06 0.14 0.10
N 1.738 -1.223 0.057 -0.78 -1.31 0.08
H -0.270 -3.209 -3.546 -0.02 -0.04 -0.02
H -0.156 -4.252 -2.118 0.04 0.02 0.04
H 1.300 -3.840 -3.034 -0.01 -0.04 0.02
H -1.413 -0.360 -5.609 0.04 -0.01 -0.02
H -1.213 1.332 -5.401 -0.10 0.00 -0.02
H 1.471 -4.478 -0.594 -0.12 0.00 0.12
H 2.121 -4.598 1.800 0.00 -0.01 -0.07
H 2.335 -2.583 3.160 -0.29 -0.05 0.05
H 3.164 -0.896 1.539 -0.05 0.22 -0.16
Cl -1.238 2.340 0.176 0.06 0.43 0.30
C -2.464 3.068 -0.842 -0.35 0.01 -0.33
C -2.618 4.438 -0.801 0.17 0.02 0.21
C -3.593 5.022 -1.590 -0.04 0.04 -0.03
C -4.404 4.226 -2.383 -0.06 -0.03 -0.02
C -4.226 2.853 -2.407 0.15 0.08 0.12
Cl -5.268 1.902 -3.410 -0.01 0.01 -0.03
C -3.219 2.223 -1.658 -0.04 -0.19 0.09
S -2.914 0.505 -1.765 0.03 0.06 -0.24
H -1.978 5.038 -0.167 -0.02 -0.02 -0.02
H -3.717 6.096 -1.596 -0.01 -0.02 0.04
H -5.178 4.670 -2.996 0.01 -0.04 0.00
C 0.723 -0.271 4.714 -0.06 -0.09 -0.06
N -0.293 -0.532 3.719 0.12 0.00 0.12
C -0.786 -1.893 3.656 0.10 0.10 -0.09
C -0.108 0.152 2.461 -0.06 -0.18 0.00
C 1.244 0.141 1.701 0.05 0.05 -0.20
C 2.125 1.271 2.069 0.16 0.07 0.04
C 3.222 1.499 1.286 -0.19 0.17 0.03
C 3.436 0.824 0.065 0.03 -0.48 -0.11
C 2.357 0.118 -0.546 0.04 2.32 0.04
C 1.005 0.088 0.125 1.20 0.11 -0.39
H 0.410 -0.696 5.669 0.02 0.01 -0.01
H 0.832 0.807 4.842 0.05 -0.01 0.01
H 1.716 -0.681 4.465 -0.01 0.04 0.02
H -0.980 -2.246 4.670 -0.03 0.01 -0.02
H -0.106 -2.605 3.171 -0.01 -0.03 0.05
H -1.729 -1.907 3.105 0.00 -0.02 0.02
H -0.310 1.214 2.637 -0.05 0.03 -0.07
H -0.897 -0.208 1.793 -0.04 -0.05 -0.01
H 1.919 1.859 2.955 0.01 -0.01 -0.04
H 3.951 2.244 1.590 -0.05 0.01 -0.02
H 4.309 1.035 -0.538 0.07 -0.16 0.11
H 2.353 0.062 -1.626 -0.16 -0.21 -0.01
```
Forces are in eV/Å.

Results
net charge	0
ΔE to the lowest compared entry with this formula, charge and spin	602.0	kJ/mol
gap between HOMO and LUMO (alpha / beta)	4.63 / 4.63	eV